(1)
# C5H9Br

One molecule with the formula C5H9Br (the ωB97M-V functional and the def2-TZVPD basis, OMol25).

Highest occupied orbital energy (alpha / beta)   -0.2870 / -0.2979 Ha
Net charge   0
Relative energy (zero: lowest compared OMol25 entry of this formula, charge and spin)   3.428 eV

The geometry in XYZ format:
```
15
Properties=species:S:1:pos:R:3:mulliken_charge:R:1
C -1.13424 -0.91321 0.80395 -1.0289
C -0.65273 0.45287 0.75309 0.1720
C 1.00442 0.28563 1.03452 0.1118
C -0.91519 1.21273 -0.58896 -1.3135
C 1.94372 -0.55253 0.15430 -0.9188
Br 1.17136 0.11107 2.83052 -0.1185
H -1.30982 -1.20133 1.77968 0.4431
H -0.86826 -1.52037 -0.07788 0.3235
H -1.00957 1.00745 1.62574 0.3911
H -0.69283 0.61326 -1.57270 0.2573
H -0.40271 2.15092 -0.55474 0.3780
H -1.98011 1.10624 -0.72877 0.4068
H 2.90828 0.14776 0.07302 0.2651
H 1.68246 -1.00426 -0.85533 0.2937
H 2.30928 -1.40474 0.78771 0.3374
```

***

(2)
# C2HI3

C2HI3 as an isolated structure (the ωB97M-V functional and the def2-TZVPD basis, OMol25).

Highest occupied orbital energy   -0.3399 Ha
Net charge   0
Relative energy (zero: lowest compared OMol25 entry of this formula, charge and spin)   0.360 eV

The geometry in XYZ format:
```
6
Properties=species:S:1:pos:R:3:mulliken_charge:R:1
C 0.71116 -0.16786 -0.12925 -0.5774
C -0.41476 0.42728 0.03234 -0.1803
I 0.97203 -2.27320 0.00375 0.0693
I -0.47367 2.51191 0.00180 0.1315
I -2.37901 -0.72775 -0.00032 0.0696
H 1.58425 0.22963 0.09169 0.4872
```

***

(3)
# C28H47CaGeINO3SSi3

C28H47CaGeINO3SSi3 as an isolated structure (the ωB97M-V functional and the def2-TZVPD basis, OMol25).

Highest occupied orbital energy   -0.1721 Ha
Net charge   -1
Relative energy (zero: lowest compared OMol25 entry of this formula, charge and spin)   1.052 eV

The geometry in XYZ format:
```
86
Properties=species:S:1:pos:R:3:mulliken_charge:R:1
Ca 0.10470 0.35151 -0.45489 0.0935
C -0.85080 1.24836 3.14177 -0.5699
O -0.12430 0.10759 2.76135 -0.2282
C -0.88071 -1.07865 2.81061 0.3938
C 0.05824 -2.23838 2.47611 -1.0174
O 0.46534 -2.22297 1.13058 -0.1309
C -0.27865 -3.08414 0.30137 -0.2767
H -1.23092 1.14069 4.16659 0.4390
H -1.68926 1.43034 2.46061 -0.0711
H -0.15971 2.08731 3.09416 0.1568
H -1.70942 -1.03119 2.08478 -0.3540
H -1.29807 -1.22254 3.82103 0.5089
H -0.42887 -3.18993 2.72011 0.4298
H 0.96270 -2.13053 3.08378 0.2934
H -0.12133 -4.12933 0.60154 0.4540
H 0.09201 -2.92266 -0.70665 -0.0618
H -1.34782 -2.85657 0.32492 -0.0748
O 0.87448 -0.99970 -1.91936 -0.5138
N 1.99326 -0.82394 -2.55941 0.4414
C 2.76968 -1.88859 -2.78812 -0.2537
C 3.96361 -1.80707 -3.45972 -0.8546
C 4.37838 -0.55922 -3.92736 -0.1986
C 3.58202 0.52908 -3.70087 -0.8864
C 2.36190 0.42212 -3.00503 0.4017
S 1.36935 1.74747 -2.75427 -0.4698
H 2.37916 -2.82014 -2.40466 0.4671
H 4.55238 -2.69826 -3.61635 0.3963
H 5.30945 -0.46150 -4.46254 0.3710
H 3.85271 1.51269 -4.04871 0.4260
I 3.14936 0.34083 0.87593 0.0493
C 2.85907 2.41392 1.38678 0.3848
C 3.91474 3.01274 2.01694 -0.5640
C 3.82426 4.35649 2.40441 -0.5703
C 2.68783 5.05935 2.12854 -0.8665
C 1.60072 4.45310 1.46934 1.3307
C 0.44080 5.19934 1.19400 -1.2229
C -0.62339 4.60303 0.57830 -0.9596
C -0.56174 3.24615 0.23506 0.3016
C 0.53664 2.43522 0.46470 -0.8446
C 1.64811 3.07181 1.08320 0.7852
H 4.81877 2.46118 2.22427 0.3952
H 4.65371 4.81802 2.92024 0.3755
H 2.59699 6.10270 2.41331 0.3445
H 0.41319 6.24436 1.48424 0.2709
H -1.52016 5.17148 0.36591 0.4521
H -1.44169 2.81420 -0.23021 0.1369
C -6.29722 1.27904 0.06063 -1.1989
Si -4.47123 1.20616 0.65628 0.4191
C -4.07710 3.03903 1.10356 -1.2157
C -4.64677 0.37694 2.39222 -1.0561
Ge -2.77026 0.10354 -0.68928 0.3659
Si -3.96589 -1.97088 -1.10267 0.8012
C -2.93492 -3.06235 -2.31412 -1.0601
C -4.16624 -3.02802 0.51432 -1.3578
C -5.74788 -2.10700 -1.83900 -1.2390
Si -3.06086 1.14227 -2.85589 0.3575
C -4.80569 1.22471 -3.67023 -1.1528
C -2.41649 2.95163 -2.95495 -0.9738
C -1.97565 0.19908 -4.12487 -0.6366
H -6.94974 1.79334 0.76170 0.3659
H -6.68995 0.27724 -0.07569 0.2699
H -6.37276 1.78970 -0.89360 0.2688
H -4.81424 3.47929 1.77163 0.4982
H -4.04507 3.64972 0.20646 0.2941
H -3.10871 3.11703 1.58770 0.2712
H -5.37811 0.88164 3.01828 0.4387
H -3.70460 0.38086 2.92835 0.2127
H -4.96070 -0.65623 2.29047 0.2210
H -1.87125 -2.87257 -2.19796 0.0517
H -3.18963 -2.81960 -3.34147 0.3545
H -3.10064 -4.12826 -2.18144 0.4451
H -3.39253 -2.80390 1.24331 0.1767
H -4.13336 -4.09741 0.31799 0.4661
H -5.11708 -2.81433 0.99574 0.3649
H -5.80804 -1.62932 -2.81163 0.2740
H -6.47657 -1.61947 -1.19916 0.2696
H -6.06650 -3.13949 -1.96437 0.3671
H -5.50095 1.76673 -3.03865 0.2538
H -5.20730 0.22780 -3.81334 0.2548
H -4.79480 1.71416 -4.64023 0.3797
H -2.89746 3.59645 -2.22508 0.2547
H -2.59068 3.38320 -3.93692 0.4723
H -1.34637 2.98479 -2.77427 0.1084
H -2.37090 -0.79157 -4.32848 0.2398
H -0.97197 0.07698 -3.72652 -0.1330
H -1.88771 0.72353 -5.07310 0.3969
```